Record 1
Computed, not measured: a molecular structure, C5H12NO in a non-equilibrium geometry, with ωB97M-V/def2-TZVPD.

The orbital gap is 6.13 eV. The value obtained for the strongest force on any atom is 5.08 eV Å⁻¹. The calculation puts the HOMO energy at -0.094 Eh. As for the energy above the lowest of the compared OMol25 structures with the same formula, charge and spin: 92.4 kcal/mol. Its net charge is -1. The molecular weight comes out at 102.2 g mol⁻¹.

Cartesian coordinates (Å):
C  0.004  -2.187  1.869
O  0.435  -2.275  3.107
C  -0.592  -0.798  1.420
C  -1.171  -0.875  0.033
C  -1.304  0.578  -0.502
C  2.046  2.216  -1.802
N  -1.314  1.224  -1.675
H  -0.900  -2.892  1.697
H  0.704  -2.414  1.012
H  -1.359  -0.553  2.174
H  0.201  -0.085  1.693
H  -2.221  -1.151  -0.047
H  -0.567  -1.499  -0.635
H  -1.630  1.218  0.345
H  -0.429  0.520  -1.437
H  2.880  1.573  -2.053
H  2.335  2.963  -1.063
H  1.158  1.714  -1.426
H  1.723  2.726  -2.710

***

Record 2
Computed, not measured: a gas-phase ion, C5H12NO (charge -1) in a non-equilibrium geometry, with ωB97M-V/def2-TZVPD.

The orbital gap is 7.01 eV. The value obtained for the strongest force on any atom is 6.53 eV Å⁻¹. As for the SMILES: C[C@@H](N)CCC[O-]. The calculation puts the HOMO energy at -0.109 Eh. As for the energy above the lowest of the compared OMol25 structures with the same formula, charge and spin: 62.4 kcal/mol. Its net charge is -1. The molecular weight comes out at 102.2 g mol⁻¹.

Cartesian coordinates (Å):
C  -1.579  2.120  0.941
C  -0.520  1.202  0.220
C  -1.308  -0.327  -0.327
C  -0.384  -1.621  -0.432
C  1.141  -1.595  -0.964
O  2.157  -0.677  -0.550
N  0.666  0.948  0.974
H  -2.190  2.375  0.116
H  -1.097  3.117  1.390
H  -2.085  1.565  1.727
H  -0.223  1.511  -0.857
H  -1.911  -0.174  -1.215
H  -1.824  -0.582  0.563
H  0.078  -1.584  0.551
H  -0.960  -2.442  -0.661
H  0.949  -1.722  -2.059
H  1.625  -2.665  -0.798
H  1.266  0.204  0.346
H  0.360  0.506  1.852

***

Record 3
Computed, not measured: a gas-phase ion, C5H12NO (charge -1) in a non-equilibrium geometry, with ωB97M-V/def2-TZVPD.

The orbital gap is 6.14 eV. The value obtained for the strongest force on any atom is 3.29 eV Å⁻¹. As for the SMILES: CCCCNC[O-]. The calculation puts the HOMO energy at -0.086 Eh. As for the energy above the lowest of the compared OMol25 structures with the same formula, charge and spin: 33.5 kcal/mol. Its net charge is -1. The molecular weight comes out at 102.2 g mol⁻¹.

Cartesian coordinates (Å):
C  0.629  0.327  -0.093
N  0.214  -1.097  0.231
C  0.922  -1.987  -0.705
O  2.175  -1.727  -0.976
C  -0.546  1.117  -0.619
C  -1.694  1.124  0.345
C  -1.529  2.001  1.566
H  0.974  0.870  0.745
H  1.545  0.196  -0.830
H  0.611  -1.163  1.183
H  0.828  -2.908  -0.169
H  0.374  -2.070  -1.801
H  -0.921  0.623  -1.564
H  -0.170  2.185  -0.753
H  -2.739  1.285  -0.006
H  -1.607  0.002  0.688
H  -0.574  1.989  2.150
H  -2.387  1.937  2.248
H  -1.526  3.059  1.332

***

| no. | lowest unoccupied orbital energy (eV) |
| --- | --- |
| 1 | 3.584 |
| 2 | 4.053 |
| 3 | 3.806 |